[1]
79
Properties=species:S:1:pos:R:3:forces:R:3 method="wB97M-V/def2-TZVPD" e_lumo_ev=-6.5 total_charge=+2 relative_energy_ev=0.000
C -4.113 -0.535 -2.737 0.406 0.273 0.304
C -3.308 0.626 -2.895 -0.702 0.193 0.029
C -3.785 1.857 -2.413 -0.132 -0.324 0.339
C -4.960 1.861 -1.647 0.364 -0.713 -0.620
N -5.645 0.734 -1.404 -0.284 0.114 -0.066
C -5.272 -0.433 -1.951 0.658 0.848 -0.465
C -1.974 0.582 -3.443 1.977 -1.065 -0.310
C -0.795 0.378 -3.723 -1.198 0.598 0.427
C 0.603 -0.004 -3.860 0.384 0.343 0.404
C 1.367 -0.171 -2.666 -0.344 -0.526 -0.673
C 2.463 -1.081 -2.623 0.315 1.104 -0.971
C 3.062 -1.371 -3.853 0.261 -0.135 -0.639
C 2.532 -0.840 -5.053 -0.117 -0.116 0.303
C 1.263 -0.242 -5.076 0.291 -0.301 0.139
Ca 0.562 -2.065 -1.250 -1.953 0.932 0.564
P -1.434 -0.859 1.097 -1.578 0.342 0.842
H -3.216 2.775 -2.576 -0.178 -0.292 0.058
H -3.813 -1.500 -3.164 -0.089 0.496 0.172
H -5.322 2.805 -1.224 -0.040 -0.519 -0.071
H -5.900 -1.314 -1.769 0.198 0.452 -0.005
H 0.801 0.077 -6.015 0.197 -0.300 0.306
H 1.106 0.507 -1.847 -0.288 -0.996 0.360
H 3.111 -0.936 -5.970 -0.237 -0.111 0.180
H 2.899 -1.494 -1.699 0.218 0.807 -0.297
C -1.146 -0.844 2.938 0.788 -0.497 -0.498
C -2.087 -0.192 3.952 -0.080 0.019 0.232
H -0.141 -0.410 3.039 -0.103 -0.138 0.179
H -1.063 -1.914 3.172 0.199 0.114 0.167
H -1.616 -0.316 4.937 -0.149 0.115 -0.191
H -2.244 0.880 3.799 0.129 -0.159 -0.092
H -3.067 -0.674 4.012 0.240 0.129 -0.134
C -2.249 0.797 0.897 0.625 0.286 -0.429
C -3.702 1.057 1.293 -0.527 -0.033 0.131
H -2.119 1.053 -0.167 -0.034 0.174 0.241
H -1.614 1.486 1.475 -0.011 -0.134 -0.305
H -3.876 2.142 1.240 0.042 -0.258 -0.030
H -4.433 0.600 0.616 0.328 -0.021 0.198
H -3.976 0.755 2.310 0.316 0.026 -0.235
C -2.873 -2.013 0.952 0.259 -0.327 -0.367
C -3.883 -2.272 2.066 -0.403 -0.169 0.170
H -2.397 -2.975 0.696 -0.324 0.083 -0.075
H -3.420 -1.664 0.064 0.144 -0.209 -0.034
H -4.531 -3.091 1.729 0.100 0.119 0.153
H -3.443 -2.585 3.019 0.077 0.031 -0.281
H -4.546 -1.427 2.268 0.243 -0.032 -0.098
Br 4.714 -2.369 -3.947 -1.037 0.433 0.209
P 1.612 1.442 0.646 -0.220 -0.189 -0.389
C 0.850 2.572 1.887 -0.180 -0.324 0.016
C 1.785 3.430 2.730 -0.058 0.381 0.135
H 0.267 1.903 2.541 0.097 0.363 -0.085
H 0.133 3.196 1.335 0.047 -0.192 0.245
H 1.180 3.920 3.503 0.303 -0.052 -0.052
H 2.564 2.835 3.220 -0.245 0.200 -0.013
H 2.277 4.220 2.148 -0.149 -0.262 0.104
C 3.350 1.233 1.193 -0.109 -0.277 -0.095
C 4.392 2.220 0.699 0.506 0.241 0.226
H 3.606 0.216 0.864 0.171 0.167 0.144
H 3.315 1.211 2.287 0.144 -0.155 -0.086
H 5.379 1.835 0.983 -0.090 0.209 -0.164
H 4.375 2.344 -0.390 0.067 -0.070 0.246
H 4.291 3.216 1.154 -0.056 -0.354 -0.128
C 1.742 2.490 -0.877 -0.121 -0.046 0.087
C 1.854 3.994 -0.703 0.223 0.527 -0.239
H 0.835 2.276 -1.467 0.204 0.179 0.083
H 2.603 2.114 -1.448 -0.257 0.036 -0.007
H 1.810 4.468 -1.689 -0.050 0.034 0.142
H 1.047 4.415 -0.100 0.014 -0.083 -0.108
H 2.796 4.313 -0.251 -0.104 -0.194 -0.018
Cl 3.874 -6.326 -0.857 0.041 0.226 0.223
C 3.290 -4.986 0.047 -0.426 0.175 -0.422
C 3.495 -4.866 1.424 -0.089 0.058 0.126
C 2.940 -3.800 2.143 0.035 -0.021 -0.186
C 2.158 -2.877 1.467 0.378 -0.651 -1.083
N 1.992 -3.000 0.128 0.401 -0.513 0.271
C 2.527 -4.011 -0.603 0.202 0.214 1.741
H 4.067 -5.638 1.932 -0.022 0.179 -0.061
H 3.098 -3.674 3.211 0.023 -0.240 -0.214
H 1.648 -2.038 1.930 0.131 -0.070 0.038
H 2.330 -4.027 -1.685 0.238 -0.151 0.302

---

[2]
105
Properties=species:S:1:pos:R:3:forces:R:3 method="wB97M-V/def2-TZVPD" e_lumo_ev=-0.4 smiles="O=C1OC[C@@H](F)O1.O=C1OC[C@@H](F)O1.O=C1OC[C@@H](F)O1.O=C1OC[C@@H](F)O1.O=C1OC[C@@H](F)O1.O=C1OC[C@@H](F)O1.O=S1(=O)CCCC1.O=S1(=O)CCCC1.O=S1(=O)CCCC1" relative_energy_ev=3.010
O -8.986 5.471 -1.743 -0.027 -0.678 1.514
C -8.718 5.445 -0.571 -0.235 2.435 -1.501
O -8.061 4.528 0.103 0.684 -1.534 -0.853
C -7.866 4.963 1.417 -0.864 -2.788 2.072
C -8.111 6.376 1.389 -3.323 -0.476 0.554
F -6.989 6.905 1.097 4.806 3.551 -0.921
O -8.938 6.537 0.257 -0.696 -0.422 0.082
H -8.634 4.519 2.051 0.084 -0.410 0.116
H -6.883 4.725 1.821 -0.090 -0.144 -0.343
H -8.496 6.750 2.338 -0.468 0.462 -0.357
O -12.895 7.175 -2.518 -0.478 0.024 0.872
C -11.898 6.974 -3.116 0.875 0.903 -1.050
O -10.890 7.838 -3.297 -1.647 1.672 2.073
C -9.859 7.376 -4.086 0.364 -0.511 0.299
C -10.451 6.043 -4.606 0.748 0.787 -0.098
F -9.670 4.948 -4.425 -0.084 0.161 0.209
O -11.652 5.901 -3.859 0.536 -1.632 -1.467
H -9.721 8.164 -4.826 0.346 -0.507 -0.398
H -9.001 7.287 -3.420 0.295 -0.383 -0.446
H -10.559 6.159 -5.685 -0.915 -0.523 0.003
O -6.103 3.332 -3.210 2.164 0.185 2.501
C -5.453 3.611 -2.220 -2.295 2.009 -1.484
O -5.133 4.958 -1.903 0.730 -2.239 -0.460
C -4.633 4.954 -0.566 -1.104 2.370 0.109
C -4.451 3.552 -0.162 -0.849 -0.911 0.199
F -5.119 3.352 1.042 0.488 -0.333 -0.590
O -5.124 2.805 -1.186 0.822 0.111 0.215
H -3.796 5.612 -0.333 0.463 -0.249 -0.952
H -5.428 5.445 -0.004 -0.144 -0.446 0.448
H -3.411 3.250 -0.038 -0.248 -0.453 -0.002
O -8.601 -1.204 4.625 -0.343 2.052 -0.464
C -8.614 -0.075 4.188 -0.198 -2.548 0.125
O -9.640 0.648 3.807 -2.855 1.352 0.656
C -9.261 1.996 3.409 -1.522 -0.764 -0.880
C -7.779 1.883 3.445 0.147 0.957 0.229
F -7.390 2.733 4.469 0.723 -0.193 -0.461
O -7.539 0.589 3.819 3.302 0.090 -0.012
H -9.795 2.199 2.481 0.631 -0.458 -0.554
H -9.597 2.853 3.993 -0.003 -0.683 1.055
H -7.243 2.108 2.522 0.223 0.148 0.254
O -8.932 8.855 3.729 0.396 1.106 -0.261
C -8.228 9.834 3.728 -1.280 -2.279 0.224
O -7.458 10.220 2.724 0.453 -0.430 0.007
C -6.685 11.308 3.207 -0.083 0.866 0.280
C -6.784 11.185 4.743 0.235 -0.286 -2.631
F -6.751 12.372 5.342 -0.012 0.159 0.450
O -8.063 10.613 4.810 -0.042 -0.088 1.502
H -5.658 11.224 2.849 -0.286 0.349 -0.249
H -7.273 12.186 2.941 0.787 0.506 -0.285
H -5.980 10.515 5.047 -0.218 -0.003 1.038
O -8.520 9.086 -1.021 1.707 -0.164 -0.525
C -7.328 9.151 -0.916 -0.439 -0.884 0.113
O -6.692 9.931 -0.072 -0.071 2.548 2.129
C -5.296 9.702 -0.012 -0.050 1.821 0.497
C -5.077 9.082 -1.343 -1.050 -0.889 1.193
F -4.135 8.162 -1.230 1.297 -1.445 -0.488
O -6.339 8.416 -1.514 -0.094 -0.239 -2.109
H -4.708 10.618 0.041 -0.564 0.575 -0.105
H -5.018 9.226 0.928 -0.175 -1.095 -0.461
H -4.779 9.797 -2.109 -0.545 -0.195 -0.407
O -9.113 -0.521 -5.606 0.712 0.963 0.241
S -8.037 0.287 -5.039 3.987 -0.499 0.126
O -6.619 0.194 -5.602 -3.978 0.445 0.989
C -8.581 2.026 -4.764 0.899 -0.181 -0.032
C -9.190 2.006 -3.354 -0.180 -0.094 -0.128
C -8.395 1.078 -2.379 -0.597 -1.177 -1.330
C -7.891 -0.151 -3.247 -0.094 0.803 0.601
H -9.178 2.293 -5.635 -0.648 -0.215 0.424
H -7.763 2.747 -4.789 0.525 -0.647 -0.031
H -9.186 3.011 -2.931 -0.340 0.015 -0.239
H -10.202 1.638 -3.519 -0.189 0.066 0.638
H -9.046 0.657 -1.612 -0.306 0.189 -0.073
H -7.634 1.613 -1.812 0.348 -0.108 -0.607
H -8.493 -1.054 -3.148 -0.303 0.241 0.102
H -6.882 -0.435 -2.947 0.139 0.188 -0.650
O -15.698 8.630 2.045 2.427 0.607 0.044
S -14.237 8.892 2.082 -0.824 -0.333 -0.932
O -13.717 10.227 2.369 -0.553 -1.154 0.156
C -13.454 7.639 3.142 1.053 -0.393 -0.119
C -12.509 6.780 2.188 -0.720 -0.478 -0.283
C -12.094 7.540 0.898 -1.468 1.967 1.327
C -13.410 8.321 0.528 -0.099 -0.513 0.085
H -14.169 6.997 3.657 -0.436 0.043 -0.643
H -12.987 8.136 3.992 0.565 0.387 -0.436
H -11.617 6.375 2.666 -0.106 0.143 0.389
H -13.138 5.934 1.912 0.094 -0.218 -0.078
H -11.705 7.040 0.010 -0.222 -0.534 0.436
H -11.314 8.203 1.274 0.060 0.486 -0.547
H -14.107 7.622 0.066 -0.087 -0.214 0.183
H -13.374 9.139 -0.192 0.421 0.216 0.386
O -8.935 4.254 6.838 -0.285 0.551 -1.186
S -9.314 5.315 5.914 -0.767 2.011 0.805
O -8.923 5.339 4.500 -0.293 -0.602 0.932
C -11.145 5.679 6.116 0.891 0.418 0.328
C -11.229 7.156 6.794 -0.361 -1.389 -1.028
C -9.937 7.432 7.553 0.208 -1.373 0.205
C -8.813 6.929 6.655 0.833 0.112 -0.862
H -11.466 4.814 6.695 -0.167 0.425 0.587
H -11.629 5.539 5.149 0.127 0.555 -0.101
H -11.353 7.902 6.009 0.207 -0.149 -0.301
H -12.123 7.284 7.405 0.082 -0.418 0.170
H -9.883 6.798 8.438 -0.292 0.102 0.296
H -9.885 8.467 7.889 0.309 -0.021 -0.324
H -7.827 6.746 7.081 -0.209 -0.074 0.540
H -8.614 7.605 5.823 -0.371 -0.063 -0.262

---

[3]
79
Properties=species:S:1:pos:R:3:forces:R:3 method="wB97M-V/def2-TZVPD" e_lumo_ev="-2.5 / -2.6" total_charge=+1 relative_energy_ev=0.348 multiplicity=5
Fe 0.594 -0.945 -0.585 -0.319 -0.358 -0.020
C 1.680 -1.633 2.701 0.021 0.035 0.031
C 2.792 -2.363 1.972 0.020 0.013 -0.022
N 2.720 -2.116 0.514 -0.010 -0.048 0.014
C 3.068 -3.300 -0.280 0.017 0.002 0.024
C 2.749 -3.101 -1.745 0.005 -0.025 -0.033
N 1.347 -2.701 -1.908 -0.004 0.023 0.061
C 0.935 -2.768 -3.328 0.001 0.016 0.017
C -0.384 -2.073 -3.608 -0.015 -0.004 -0.020
C -1.567 -2.548 -2.775 -0.028 0.032 0.027
N -1.432 -2.244 -1.328 0.054 -0.066 0.012
C -1.722 -3.378 -0.454 -0.038 -0.053 -0.028
C -1.424 -3.014 0.986 0.007 0.052 -0.025
N -0.044 -2.529 1.104 0.106 0.069 -0.005
C 0.315 -2.278 2.515 -0.019 0.006 -0.002
H 1.661 -0.598 2.359 0.012 -0.032 0.036
H 1.895 -1.612 3.772 0.008 -0.029 0.004
H 2.718 -3.440 2.150 -0.013 0.000 -0.019
H 3.765 -2.057 2.364 0.020 -0.019 0.018
H 3.384 -1.385 0.289 -0.027 0.033 0.008
H 2.479 -4.143 0.102 -0.010 0.009 0.002
H 4.118 -3.591 -0.165 0.011 -0.007 0.001
H 2.967 -4.029 -2.285 -0.010 -0.001 -0.007
H 3.376 -2.319 -2.177 -0.014 -0.014 -0.002
H 0.784 -3.387 -1.413 -0.017 -0.064 -0.022
H 0.892 -3.819 -3.641 0.013 0.007 -0.028
H 1.722 -2.295 -3.918 -0.005 0.041 0.024
H -0.622 -2.230 -4.663 -0.020 -0.012 0.010
H -0.268 -1.001 -3.470 0.011 0.057 -0.005
H -1.712 -3.626 -2.900 0.038 -0.001 0.034
H -2.470 -2.069 -3.158 -0.029 -0.043 -0.022
H -2.074 -1.494 -1.101 0.035 0.000 -0.047
H -1.090 -4.223 -0.754 0.012 0.016 -0.005
H -2.756 -3.732 -0.540 -0.007 0.004 -0.002
H -1.611 -3.875 1.637 -0.011 -0.004 0.000
H -2.094 -2.214 1.315 0.024 0.027 0.001
H 0.565 -3.274 0.776 -0.014 -0.051 0.040
H 0.280 -3.222 3.073 -0.018 -0.001 0.005
H -0.458 -1.638 2.945 0.009 0.023 -0.032
I 2.964 0.586 -1.690 0.194 0.168 -0.020
C 1.634 1.471 -3.043 -0.066 -0.020 0.018
C 2.174 2.136 -4.103 0.012 0.002 -0.015
C 1.319 2.839 -4.978 -0.018 0.003 0.003
C -0.018 2.883 -4.725 0.002 -0.002 -0.007
C -0.578 2.203 -3.614 -0.019 0.010 0.002
C -1.963 2.306 -3.337 0.009 -0.027 0.030
C -2.481 1.682 -2.242 -0.011 0.040 -0.037
C -1.648 0.877 -1.434 -0.015 -0.027 0.061
C -0.306 0.669 -1.663 0.083 0.100 -0.066
C 0.244 1.425 -2.750 0.003 0.002 0.013
H 3.242 2.146 -4.267 -0.004 0.001 0.005
H 1.741 3.360 -5.827 -0.001 0.002 0.002
H -0.680 3.450 -5.369 0.000 -0.002 0.001
H -2.586 2.905 -3.989 0.003 0.000 -0.001
H -3.532 1.788 -1.998 0.000 0.004 -0.005
H -2.133 0.398 -0.581 0.018 0.007 -0.007
C -1.175 5.728 4.746 -0.004 -0.002 0.002
C -1.081 4.440 3.981 -0.007 0.001 0.000
C -2.033 3.440 4.141 0.014 0.008 0.001
C -1.964 2.254 3.429 -0.014 -0.008 0.006
C -3.038 1.217 3.651 -0.007 -0.001 -0.003
C -0.889 2.059 2.537 -0.002 0.018 -0.022
C -0.836 0.815 1.792 -0.041 0.065 -0.048
O 0.125 0.410 1.153 0.033 0.014 0.037
C 0.089 3.063 2.356 -0.008 0.019 0.015
C 1.234 2.932 1.389 0.006 -0.007 0.020
C -0.036 4.234 3.084 0.005 -0.001 -0.012
H -1.988 5.705 5.468 0.000 -0.002 0.000
H -1.347 6.563 4.065 0.000 -0.001 -0.001
H -0.245 5.930 5.278 0.001 -0.001 0.000
H -2.850 3.592 4.837 0.003 0.001 -0.001
H -3.716 1.548 4.434 0.000 0.005 -0.005
H -2.628 0.254 3.961 0.006 0.005 -0.002
H -3.635 1.054 2.751 0.006 -0.003 0.000
H -1.754 0.205 1.811 0.025 -0.023 0.026
H 0.888 2.650 0.394 -0.005 0.002 0.002
H 1.934 2.157 1.704 -0.003 0.009 -0.007
H 1.770 3.877 1.325 0.002 0.002 -0.007
H 0.702 5.015 2.948 -0.002 0.002 -0.001